[1]
C3H6O5S2 | wB97M-V/def2-TZVPD

HOMO-LUMO gap in eV: 9.938
Energy above the lowest of the compared OMol25 structures with the same formula, charge and spin in kcal per mole: 43.5
Lowest unoccupied orbital energy in eV: 0.4
HOMO energy in Ha: -0.351

Each line ends with the Mulliken charge.
Geometry (Å):
C: 0.010 0.350 -0.523  0.8644
C: -1.025 1.330 -1.402  -1.1946
C: -0.945 -1.547 1.420  -0.8030
O: 0.585 -2.142 -0.638  -0.5747
O: 2.559 -0.319 0.985  -0.4573
O: 2.518 1.949 0.189  -0.5577
O: 1.260 0.273 -1.109  -0.3348
O: 0.350 0.811 0.724  -0.3921
S: -0.668 -1.380 -0.478  0.4565
S: 1.912 0.670 0.294  1.0950
H: -1.950 0.690 -1.415  0.3138
H: -0.608 1.615 -2.299  0.3636
H: -1.220 2.235 -0.767  0.3194
H: -1.300 -0.554 1.744  0.2658
H: 0.168 -1.652 1.813  0.2344
H: -1.647 -2.329 1.462  0.4013



[2]
C3H6O6RbS | wB97M-V/def2-TZVPD

HOMO-LUMO gap in eV: 10.556
Energy above the lowest of the compared OMol25 structures with the same formula, charge and spin in kcal per mole: 0.0
Net charge: +1
Lowest unoccupied orbital energy in eV: -3.7
HOMO energy in Ha: -0.524

Each line ends with the Mulliken charge.
Geometry (Å):
O: 2.411 -2.209 0.566  -0.5131
S: 2.108 -1.113 -0.252  1.1027
O: 2.629 -1.001 -1.549  -0.5129
O: 2.352 0.236 0.521  -0.3049
C: 1.194 1.068 0.592  -0.4501
C: 0.242 0.461 -0.409  0.2112
C: -1.255 0.690 -0.209  -0.7806
O: -1.748 -0.338 0.659  -0.3649
O: -2.530 -1.242 -0.054  -0.3552
O: 0.500 -0.946 -0.310  -0.3053
H: 0.830 1.098 1.609  0.3484
H: 1.483 2.057 0.268  0.3008
H: 0.525 0.748 -1.417  0.3917
H: -1.410 1.655 0.271  0.4416
H: -1.728 0.647 -1.176  0.5010
H: -1.974 -1.968 -0.382  0.3608
Rb: -3.596 0.134 1.156  0.9288



[3]
C3H6OS | wB97M-V/def2-TZVPD

SMILES string: CCC(O)=S
HOMO-LUMO gap in eV: 9.249
Energy above the lowest of the compared OMol25 structures with the same formula, charge and spin in kcal per mole: 10.8
Lowest unoccupied orbital energy in eV: 0.5
HOMO energy in Ha: -0.323

Each line ends with the Mulliken charge.
Geometry (Å):
C: 1.000 -0.649 -0.481  -0.9964
C: 0.123 -0.069 0.681  -0.4649
C: -1.253 0.343 0.148  0.3259
H: 1.068 -0.014 -1.338  0.3202
H: 2.026 -0.926 -0.149  0.3131
H: 0.550 -1.570 -0.927  0.3012
H: 0.699 0.742 1.122  0.3013
H: 0.049 -0.862 1.395  0.2564
H: -0.486 2.064 -0.064  0.3434
O: -1.267 1.605 -0.303  -0.4244
S: -2.509 -0.664 -0.085  -0.2758